Record 1
Computed, not measured: a single C4H6O2 molecule, with the ωB97M-V functional and the def2-TZVPD basis.

The geometry in XYZ format:
```
12
Properties=species:S:1:pos:R:3
O -0.86 -0.25 -1.47
C -1.30 -0.58 -0.37
C -0.62 -0.14 0.81
C 0.46 0.82 0.43
C 1.35 0.14 -0.64
O 1.77 -0.99 -0.60
H -2.21 -1.19 -0.30
H -0.37 -1.40 0.56
H -1.05 -0.12 1.81
H 0.02 1.67 -0.13
H 1.05 1.21 1.27
H 1.75 0.84 -1.37
```

Properties
E_LUMO = 0.875 eV
molecular weight = 86.090 g mol⁻¹
strongest force on any atom = 2.9 eV/Å
charge = 0
ΔE to the lowest compared entry with this formula, charge and spin = 2.500 eV
SMILES = O=CCCC=O
DFT total energy = -8337.9613 eV
HOMO = -0.3591 Ha

Atomic partial charges in e from the Löwdin method, atoms 1 to 5: atom 1 (O): 0.01, atom 2 (C): -0.35, atom 3 (C): -0.12, atom 4 (C): -0.14, atom 5 (C): -0.28



Record 2
Computed, not measured: a single C10H15N3O7 molecule, with the ωB97M-V functional and the def2-TZVPD basis.

The geometry in XYZ format:
```
35
Properties=species:S:1:pos:R:3
H -2.09 -3.00 -3.22
N -1.52 -2.17 -3.13
C -1.09 -1.75 -1.98
N -1.42 -2.42 -0.88
C -0.74 -2.02 0.32
O -1.61 -2.86 1.12
C -0.75 -0.50 0.48
C -0.30 0.10 1.82
O 1.11 -0.09 1.99
C 2.00 0.37 1.04
O 3.22 0.34 1.65
O 1.72 1.75 0.77
C 0.35 2.14 0.55
C -0.48 1.61 1.71
O -1.80 2.11 1.72
C -0.12 1.46 -0.80
O 0.70 2.16 -1.83
C 0.21 -0.05 -0.71
N -0.35 -0.60 -1.91
C 1.73 -0.38 -0.35
O 2.50 0.31 -1.38
H -2.44 -2.64 -0.86
H 0.25 -2.42 0.23
H -1.65 -3.71 0.69
H -1.73 -0.24 0.27
H -0.79 -0.36 2.63
H 3.56 1.28 1.76
H 0.16 3.31 0.56
H 0.09 2.08 2.57
H -2.29 1.74 2.55
H -1.18 1.67 -0.96
H 0.87 3.13 -1.72
H -0.17 -0.19 -2.83
H 2.07 -1.37 -0.27
H 2.03 1.21 -1.59
```

Properties
E_LUMO = 0.278 eV
molecular weight = 289.244 g mol⁻¹
strongest force on any atom = 4.9 eV/Å
charge = 0
SMILES = [H]/N=C1\N[C@H](O)[C@H]2[C@H]3O[C@]4(O)O[C@H]([C@H]3O)[C@@H](O)[C@@]2(N1)[C@H]4O
DFT total energy = -29413.2496 eV
HOMO = -0.3116 Ha

Atomic partial charges in e from the Löwdin method, atoms 1 to 5: atom 1 (H): 0.03, atom 2 (N): 0.09, atom 3 (C): -0.52, atom 4 (N): 0.05, atom 5 (C): -0.28



Record 3
Computed, not measured: a molecular structure, C18H20B2Ba2Br10O16, with the ωB97M-V functional and the def2-TZVPD basis.

The geometry in XYZ format:
```
68
Properties=species:S:1:pos:R:3
Ba -5.08 2.25 1.32
Ba 5.21 3.00 2.87
O -2.93 0.38 1.96
C -1.87 0.47 1.31
O -0.59 0.23 1.64
B 0.25 0.58 0.54
O -0.60 1.33 -0.40
C -1.80 1.38 0.00
O -2.76 2.04 -0.50
O 1.00 -0.57 0.04
C 2.30 -0.46 0.34
O 3.14 -1.32 0.17
C 2.49 0.93 1.01
O 1.30 1.49 1.13
O 3.61 1.45 1.37
O -5.57 -0.32 2.41
C -6.06 -1.16 1.63
O -6.43 -2.40 1.86
B -6.91 -3.00 0.59
O -6.99 -1.90 -0.40
C -6.42 -0.79 0.20
O -6.32 0.37 -0.19
O -5.98 -4.09 0.10
C -6.56 -5.22 0.10
O -6.12 -6.34 -0.08
C -8.04 -4.97 0.49
O -8.22 -3.74 0.81
O -8.86 -5.84 0.58
Br 5.74 -4.41 -2.55
C 3.74 -4.29 -2.56
C 3.40 -2.79 -3.01
Br 1.40 -2.67 -2.75
H 3.36 -4.34 -1.54
H 3.26 -5.08 -3.13
H 3.53 -2.46 -4.04
H 3.84 -2.09 -2.30
Br -2.31 1.76 6.20
C -0.96 0.84 5.17
C 0.32 0.78 5.97
Br 1.59 -0.18 4.83
H -0.86 1.41 4.25
H -1.37 -0.14 4.91
H 0.18 0.28 6.93
H 0.69 1.81 6.04
Br 3.80 1.13 -2.77
C 1.83 1.21 -2.96
C 1.42 1.67 -4.38
Br -0.59 1.57 -4.43
H 1.47 1.90 -2.20
H 1.30 0.28 -2.73
H 1.76 0.95 -5.13
H 1.72 2.68 -4.65
Br 1.43 5.38 -2.31
C 0.05 5.46 -0.97
C -1.36 4.90 -1.46
Br -2.77 5.36 -0.25
H -0.02 6.47 -0.55
H 0.47 4.86 -0.16
H -1.25 3.81 -1.46
H -1.53 5.29 -2.46
Br 6.45 1.26 0.52
C 6.45 -0.70 0.26
C 6.25 -0.91 -1.28
Br 7.71 0.05 -2.21
H 5.67 -1.19 0.85
H 7.39 -1.08 0.65
H 5.28 -0.63 -1.68
H 6.37 -1.96 -1.55
```

Properties
E_LUMO (spin up / spin down) = -4.087 / -4.087 eV
molecular weight = 1587.662 g mol⁻¹
strongest force on any atom = 4.8 eV/Å
multiplicity = 2
charge = +1
ΔE to the lowest compared entry with this formula, charge and spin = 0.000 eV
DFT total energy = -754920.5081 eV
HOMO (spin up / spin down) = -0.2776 / -0.3896 Ha

Atomic partial charges in e from the Löwdin method, atoms 1 to 5: atom 1 (Ba): 1.97, atom 2 (Ba): 1.11, atom 3 (O): -0.01, atom 4 (C): -0.26, atom 5 (O): 0.26



Record 4
Computed, not measured: a molecular structure, C37H45F4Zr, with the ωB97M-V functional and the def2-TZVPD basis.

The geometry in XYZ format:
```
87
Properties=species:S:1:pos:R:3
C -2.69 -1.90 -0.49
C -2.64 -1.11 0.79
C -3.68 -0.22 1.24
C -4.95 0.07 0.51
C -3.49 0.04 2.63
C -4.48 0.70 3.52
C -2.33 -0.69 3.05
C -1.99 -1.00 4.46
C -1.75 -1.33 1.90
C -0.67 -2.36 1.96
Zr -1.63 1.07 1.21
C 0.74 -0.57 -1.61
C -2.39 1.93 -0.76
C 0.11 2.74 1.19
C 0.42 3.57 -0.02
C -0.97 2.99 2.14
C -1.94 4.11 2.08
C -0.70 2.17 3.30
C -1.33 2.42 4.63
C 0.46 1.37 3.03
C 1.17 0.49 3.99
C 0.92 1.68 1.71
C 2.27 1.30 1.20
H -3.68 -2.35 -0.60
H -2.51 -1.28 -1.39
H -1.94 -2.71 -0.48
H -5.80 -0.53 0.89
H -5.23 1.12 0.62
H -4.86 -0.16 -0.56
H -5.16 -0.01 4.01
H -3.97 1.26 4.31
H -5.08 1.40 2.94
H -2.54 -1.88 4.83
H -0.92 -1.22 4.56
H -0.98 1.70 5.38
H -1.12 -3.33 2.24
H -0.16 -2.49 0.99
H 0.09 -2.12 2.72
H 1.20 0.23 -1.08
H 0.49 -1.27 -0.83
H -0.24 -0.13 -1.85
H -2.55 2.99 -0.45
H -1.92 1.97 -1.76
H -3.40 1.51 -0.91
H 1.42 4.01 0.11
H 0.42 2.99 -0.95
H -0.30 4.40 -0.13
H -1.44 5.05 1.82
H -2.70 3.91 1.32
H -2.44 4.25 3.04
H -1.13 3.43 5.02
H -2.42 2.33 4.55
H -2.23 -0.16 5.12
H 2.18 0.89 4.19
H 0.64 0.42 4.95
H 1.29 -0.53 3.59
H 3.06 1.76 1.84
H 2.43 0.21 1.22
H 2.44 1.67 0.18
F 2.34 2.52 -6.05
C 1.40 1.78 -5.41
C 0.09 2.22 -5.44
C -0.85 1.40 -4.82
F -2.15 1.82 -4.76
C -0.51 0.22 -4.18
C 0.85 -0.07 -3.98
C 1.19 -1.11 -2.88
C 2.54 -1.74 -3.05
C 2.89 -2.96 -2.65
C 4.25 -3.55 -2.74
C 4.53 -4.77 -2.08
C 5.81 -5.27 -2.08
F 6.05 -6.47 -1.47
C 6.88 -4.64 -2.72
C 6.59 -3.42 -3.33
F 7.61 -2.77 -3.97
C 5.32 -2.86 -3.36
C 1.81 0.63 -4.71
H -0.20 3.14 -5.96
H -1.29 -0.39 -3.73
H 0.45 -1.93 -2.96
H 3.21 -1.18 -3.74
H 2.13 -3.58 -2.12
H 3.72 -5.30 -1.57
H 7.88 -5.06 -2.71
H 5.15 -1.91 -3.87
H 2.87 0.37 -4.73
```

Properties
E_LUMO = 1.969 eV
molecular weight = 656.983 g mol⁻¹
strongest force on any atom = 2.8 eV/Å
charge = -1
ΔE to the lowest compared entry with this formula, charge and spin = 0.000 eV
DFT total energy = -51248.0903 eV
HOMO = -0.0317 Ha

Atomic partial charges in e from the Löwdin method, atoms 1 to 5: atom 1 (C): -0.05, atom 2 (C): -0.34, atom 3 (C): -0.37, atom 4 (C): -0.08, atom 5 (C): -0.32



Record 5
Computed, not measured: a molecular structure, C42H42BrCrNO2SSb2Si, with the ωB97M-V functional and the def2-TZVPD basis.

The geometry in XYZ format:
```
93
Properties=species:S:1:pos:R:3
Cr 1.03 2.42 0.16
C -2.41 0.33 -0.82
C -2.49 -1.20 -0.77
C -1.19 -1.98 -0.93
Sb -1.44 -3.99 -1.79
C -1.64 -3.14 -3.72
C -0.64 -2.38 -4.24
C -0.69 -1.82 -5.50
C -1.78 -2.09 -6.32
C -2.75 -3.01 -5.88
C -2.71 -3.48 -4.58
C 0.56 -4.62 -1.63
C 1.53 -4.64 -2.64
C 2.82 -5.04 -2.37
C 3.17 -5.48 -1.07
C 2.19 -5.52 -0.12
C 0.94 -5.08 -0.40
Sb -1.19 1.22 0.66
C -2.63 2.61 1.33
C -2.93 2.69 2.68
C -3.87 3.53 3.18
C -4.48 4.44 2.29
C -4.22 4.33 0.92
C -3.32 3.39 0.42
C -1.47 -0.21 2.27
C -0.39 -0.51 3.17
C -0.59 -1.43 4.13
C -1.87 -1.99 4.36
C -2.90 -1.61 3.56
C -2.70 -0.73 2.50
H -3.40 0.70 -0.64
H -2.22 0.67 -1.83
H -3.21 -1.45 -1.50
H -2.99 -1.38 0.20
H -0.49 -2.00 -0.08
H -0.54 -1.46 -1.74
H 0.21 -2.17 -3.59
H 0.10 -1.18 -5.91
H -1.92 -1.71 -7.33
H -3.53 -3.34 -6.56
H -3.45 -4.15 -4.25
H 1.22 -4.25 -3.62
H 3.55 -4.97 -3.17
H 4.19 -5.67 -0.85
H 2.36 -5.87 0.86
H 0.16 -5.06 0.40
H -2.36 2.00 3.29
H -4.00 3.60 4.30
H -5.20 5.20 2.64
H -4.74 5.00 0.24
H -3.29 3.41 -0.64
H 0.59 -0.26 2.85
H 0.27 -1.76 4.67
H -1.99 -2.68 5.25
H -3.87 -2.04 3.79
H -3.57 -0.49 1.94
C 5.42 -2.38 2.29
Si 4.09 -1.09 2.60
C 5.16 0.44 3.05
C 3.06 -1.62 4.04
C 3.25 -0.79 0.99
C 3.51 -1.56 -0.16
C 2.96 -1.21 -1.37
C 2.34 0.03 -1.42
N 2.09 0.78 -0.37
C 2.58 0.48 0.83
S 2.10 1.58 2.10
H 6.23 -2.26 3.06
H 5.96 -2.30 1.30
H 5.08 -3.44 2.34
H 5.53 0.21 4.14
H 4.54 1.29 3.11
H 5.96 0.61 2.34
H 3.69 -1.96 4.86
H 2.36 -2.37 3.58
H 2.48 -0.83 4.48
H 4.00 -2.54 -0.15
H 3.12 -1.73 -2.34
H 1.94 0.39 -2.34
Br -0.05 3.49 -2.14
C -0.75 5.17 -1.60
C -1.70 5.75 -2.42
C -2.19 7.05 -2.16
C -1.63 7.79 -1.17
C -0.59 7.19 -0.38
C -0.19 5.86 -0.51
C 0.80 5.29 0.55
O 1.72 5.76 1.11
O 0.40 4.05 0.80
H -2.11 5.18 -3.27
H -3.01 7.33 -2.81
H -1.91 8.84 -0.94
H -0.10 7.82 0.36
```

Properties
E_LUMO (spin up / spin down) = -4.633 / -3.184 eV
molecular weight = 1028.376 g mol⁻¹
strongest force on any atom = 3.4 eV/Å
multiplicity = 4
charge = +1
ΔE to the lowest compared entry with this formula, charge and spin = 1.562 eV
DFT total energy = -180065.6406 eV
HOMO (spin up / spin down) = -0.3875 / -0.3875 Ha

Atomic partial charges in e from the Löwdin method, atoms 1 to 5: atom 1 (Cr): 0.35, atom 2 (C): -0.35, atom 3 (C): -0.37, atom 4 (C): -0.39, atom 5 (Sb): 1.48



Record 6
Computed, not measured: a molecular structure, C20H8Cl2F5N2O3PtS, with the ωB97M-V functional and the def2-TZVPD basis.

The geometry in XYZ format:
```
42
Properties=species:S:1:pos:R:3
Pt 0.55 0.41 -0.08
O -1.27 -0.49 -0.15
N -2.50 0.04 -0.34
C -3.43 -0.91 -0.57
C -4.75 -0.60 -0.76
C -5.11 0.75 -0.74
C -4.16 1.70 -0.52
C -2.78 1.39 -0.30
S -1.61 2.56 -0.04
H -3.03 -1.91 -0.58
H -5.46 -1.40 -0.94
H -6.14 1.05 -0.89
H -4.40 2.75 -0.49
Cl 5.41 1.52 0.60
C 4.15 1.27 1.77
C 4.46 1.38 3.13
C 3.51 1.20 4.10
Cl 3.94 1.35 5.78
C 2.17 0.91 3.74
C 1.10 0.72 4.64
C -0.15 0.46 4.15
C -0.36 0.36 2.76
N 0.63 0.52 1.92
C 1.89 0.79 2.37
C 2.86 0.98 1.33
O 2.52 0.86 0.09
H 5.48 1.61 3.41
H 1.28 0.80 5.70
H -1.00 0.32 4.81
H -1.33 0.16 2.33
F 0.64 -3.77 -5.68
C 0.63 -2.76 -4.78
C 0.48 -1.45 -5.19
F 0.34 -1.18 -6.49
C 0.48 -0.43 -4.26
F 0.32 0.83 -4.71
C 0.62 -0.63 -2.87
O 0.59 0.40 -2.09
C 0.77 -1.99 -2.50
F 0.94 -2.33 -1.22
C 0.78 -3.01 -3.43
F 0.93 -4.28 -3.01
```

Properties
E_LUMO = 2.107 eV
molecular weight = 717.336 g mol⁻¹
strongest force on any atom = 0.4 eV/Å
charge = -1
ΔE to the lowest compared entry with this formula, charge and spin = 0.403 eV
DFT total energy = -82707.4761 eV
HOMO = -0.1614 Ha

Atomic partial charges in e from the Löwdin method, atoms 1 to 5: atom 1 (Pt): 1.17, atom 2 (O): -0.33, atom 3 (N): -0.18, atom 4 (C): -0.04, atom 5 (C): -0.09



Record 7
Computed, not measured: a molecular structure, C3H5LiO3Tl, with the ωB97M-V functional and the def2-TZVPD basis.

The geometry in XYZ format:
```
13
Properties=species:S:1:pos:R:3
H -2.86 -0.20 0.70
O 0.72 -1.04 -0.77
C 0.90 0.31 -0.73
C 0.38 1.02 0.51
O -1.07 1.17 0.45
C -1.81 0.31 1.07
O -1.56 -0.88 1.19
Tl 1.11 -2.40 -2.90
Li 0.22 -2.05 0.93
H 0.53 0.78 -1.66
H 2.01 0.47 -0.76
H 0.77 2.04 0.54
H 0.66 0.49 1.43
```

Properties
E_LUMO (spin up / spin down) = -8.531 / -12.045 eV
molecular weight = 300.394 g mol⁻¹
strongest force on any atom = 7.1 eV/Å
multiplicity = 2
charge = +2
ΔE to the lowest compared entry with this formula, charge and spin = 3.026 eV
DFT total energy = -14212.7880 eV
HOMO (spin up / spin down) = -0.6452 / -0.6447 Ha

Atomic partial charges in e from the Löwdin method, atoms 1 to 5: atom 1 (H): 0.26, atom 2 (O): -0.31, atom 3 (C): -0.24, atom 4 (C): -0.09, atom 5 (O): 0.05



Record 8
Computed, not measured: a molecular structure, C28H27N8O5RbS3, with the ωB97M-V functional and the def2-TZVPD basis.

The geometry in XYZ format:
```
72
Properties=species:S:1:pos:R:3
Rb -1.48 1.20 -0.21
O 3.87 -5.12 3.11
N 3.09 -4.39 3.67
O 2.63 -4.59 4.78
C 2.62 -3.18 2.96
C 2.18 -2.18 3.73
C 1.77 -0.94 3.15
C 1.28 0.12 3.95
C 0.89 1.27 3.33
C 0.99 1.35 1.93
N 1.43 0.37 1.17
C 1.83 -0.76 1.77
C 2.31 -1.85 0.94
N 2.37 -1.64 -0.40
C 2.74 -2.63 -1.18
C 3.07 -3.90 -0.70
C 3.05 -4.13 0.65
C 2.69 -3.08 1.52
H 2.14 -2.30 4.80
H 1.21 0.00 5.02
H 0.48 2.11 3.87
H 0.64 2.25 1.46
H 2.77 -2.42 -2.24
H 3.35 -4.69 -1.40
H 3.32 -5.09 1.04
O -2.25 1.64 2.29
S -3.71 1.62 1.94
N -4.12 1.76 0.54
O -3.05 6.12 3.01
C -1.80 5.63 3.12
O -1.27 5.57 4.20
C -1.13 5.18 1.86
C -1.78 4.98 0.65
C -1.10 4.54 -0.47
C 0.28 4.26 -0.41
S 1.13 3.64 -1.81
C 0.93 4.49 0.81
C 0.24 4.93 1.92
H -3.31 6.17 2.09
H -2.85 5.12 0.56
H -1.63 4.37 -1.40
H 2.00 4.30 0.87
H 0.75 5.09 2.86
N 2.44 0.85 -1.91
C 1.75 0.42 -3.16
C 0.27 0.10 -2.85
N -0.71 1.13 -3.18
H 3.44 0.99 -2.06
H 2.31 0.14 -1.16
H 2.02 1.79 -1.59
H 2.27 -0.45 -3.56
H 1.82 1.23 -3.88
H 0.25 -0.10 -1.78
H -0.02 -0.83 -3.32
H -0.97 1.07 -4.16
H -0.33 2.06 -3.00
N -5.11 -0.34 -1.17
C -4.22 -1.26 -1.57
N -2.99 -1.34 -1.18
C -2.36 -2.43 -1.76
C -1.05 -2.84 -1.52
C -0.55 -3.95 -2.18
C -1.33 -4.67 -3.08
C -2.64 -4.29 -3.33
C -3.14 -3.18 -2.66
S -4.74 -2.49 -2.74
H -4.81 0.44 -0.57
H -6.01 -0.29 -1.61
H -0.44 -2.29 -0.81
H 0.46 -4.28 -1.98
H -0.92 -5.54 -3.58
H -3.26 -4.85 -4.01
```

Properties
E_LUMO = -1.460 eV
molecular weight = 737.244 g mol⁻¹
strongest force on any atom = 0.8 eV/Å
charge = 0
DFT total energy = -84793.1503 eV
HOMO = -0.2764 Ha

Atomic partial charges in e from the Löwdin method, atoms 1 to 5: atom 1 (Rb): 0.81, atom 2 (O): 0.08, atom 3 (N): -0.34, atom 4 (O): 0.09, atom 5 (C): -0.07